(1)
Entry from the Open Molecules 2025 dataset: the ion C3H6NO4P with charge -2 (the ωB97M-V functional and the def2-TZVPD basis).

```
! wB97M-V def2-TZVPD RIJCOSX def2/J DEFGRID3
* xyz -2 1
H 0.00864 1.06187 -1.21253
O 2.95531 -0.27694 1.03682
C -1.33536 0.64269 0.28066
N -1.64087 -0.58859 -0.43459
H -0.49432 2.48537 -0.41331
O 2.23339 -0.03209 -1.38223
C -0.11562 1.37204 -0.23420
H 0.43390 -1.99965 -0.93815
P 1.82774 -0.20444 0.04147
H -1.39367 0.22349 1.37787
O 0.97201 1.17221 0.57106
O -2.52858 -1.32161 0.19388
H -2.32656 1.34268 0.12412
C 0.65783 -1.57313 0.14278
H 0.74617 -2.30390 0.84635
*
```

ΔE to the lowest compared entry with this formula, charge and spin: 99.9 kcal per mole
maximum force: 5.28 eV Å⁻¹
HOMO energy (alpha / beta): 1.4 / 0.4 eV
gap between HOMO and LUMO (alpha / beta): 5.621 / 6.639 eV
structure (SMILES): C=P([O-])([O-])OCCN=O



(2)
Entry from the Open Molecules 2025 dataset: an isolated molecule of C5H6OS2 (the ωB97M-V functional and the def2-TZVPD basis).

```
! wB97M-V def2-TZVPD RIJCOSX def2/J DEFGRID3
* xyz 0 1
H -0.52100 1.87034 -0.86519
O 1.67832 -0.54336 -0.36877
C -0.28555 -0.47449 0.55791
H 2.49431 -2.18562 0.56471
C 0.54897 1.56675 -0.82513
H -0.20286 -2.59394 1.53654
S -1.87570 0.05624 1.11790
H 1.06707 2.35111 -0.25443
S -2.92690 0.26549 -0.60860
H 1.13413 1.52453 -1.71809
C 0.29519 -1.72197 0.95428
H -3.49404 1.37002 -0.21591
C 1.49217 -1.70068 0.30941
C 0.59588 0.21558 -0.18464
*
```

ΔE to the lowest compared entry with this formula, charge and spin: 21.8 kcal per mole
maximum force: 3.14 eV Å⁻¹
HOMO energy: -8.2 eV
gap between HOMO and LUMO: 8.768 eV
structure (SMILES): Cc1occc1SS



(3)
Entry from the Open Molecules 2025 dataset: an isolated molecule of C4H6O2S (the ωB97M-V functional and the def2-TZVPD basis).

```
! wB97M-V def2-TZVPD RIJCOSX def2/J DEFGRID3
* xyz 0 1
O -0.76275 -0.00719 1.15542
C 0.55311 0.01896 1.58201
C -0.14143 -0.12495 -1.09521
H -0.85860 -1.71231 0.29860
H 1.58694 1.14368 -1.17957
H -2.09363 -0.71673 -0.10483
O 1.30510 0.03206 0.49590
H 0.32124 -1.17606 -1.39078
C -1.00077 -0.70017 0.07895
H -0.77897 0.18180 -2.22394
H 0.11164 1.79973 -0.11906
S 1.07261 0.33689 3.09370
C 0.68551 0.92429 -0.59118
*
```

ΔE to the lowest compared entry with this formula, charge and spin: 69.3 kcal per mole
maximum force: 8.17 eV Å⁻¹
HOMO energy: -8.9 eV
gap between HOMO and LUMO: 9.352 eV
structure (SMILES): S=C1OCCCO1



(4)
Entry from the Open Molecules 2025 dataset: an isolated molecule of C3H3N3O (the ωB97M-V functional and the def2-TZVPD basis).

```
! wB97M-V def2-TZVPD RIJCOSX def2/J DEFGRID3
* xyz 0 1
H -0.45067 2.35666 -0.05368
H -2.04588 -1.27783 -0.05727
N -1.66807 0.60644 -0.09799
N 2.02777 0.66363 0.03154
N -1.30789 -0.69575 -0.07730
C 0.58262 0.27175 0.06943
C -0.49361 1.24278 0.03768
O 2.79788 -0.23431 -0.13238
H 0.58023 -1.95768 0.21999
C -0.02238 -0.97571 0.05998
*
```

ΔE to the lowest compared entry with this formula, charge and spin: 83.0 kcal per mole
maximum force: 3.83 eV Å⁻¹
HOMO energy: -9.1 eV
gap between HOMO and LUMO: 8.928 eV
structure (SMILES): O=Nc1cn[nH]c1



maximum force of number 1 (C3H6NO4P)?
5.28 eV Å⁻¹



Which of these has the lowest maximum force?
C5H6OS2



Number 1 is which compound?
C3H6NO4P



Repeat the fourth record exactly.
Entry from the Open Molecules 2025 dataset: an isolated molecule of C3H3N3O (the ωB97M-V functional and the def2-TZVPD basis).

```
! wB97M-V def2-TZVPD RIJCOSX def2/J DEFGRID3
* xyz 0 1
H -0.45067 2.35666 -0.05368
H -2.04588 -1.27783 -0.05727
N -1.66807 0.60644 -0.09799
N 2.02777 0.66363 0.03154
N -1.30789 -0.69575 -0.07730
C 0.58262 0.27175 0.06943
C -0.49361 1.24278 0.03768
O 2.79788 -0.23431 -0.13238
H 0.58023 -1.95768 0.21999
C -0.02238 -0.97571 0.05998
*
```

ΔE to the lowest compared entry with this formula, charge and spin: 83.0 kcal per mole
maximum force: 3.83 eV Å⁻¹
HOMO energy: -9.1 eV
gap between HOMO and LUMO: 8.928 eV
structure (SMILES): O=Nc1cn[nH]c1